1.
This record from the Open Molecules 2025 dataset describes an isolated molecule of C2H2N2O3. The level of theory is ωB97M-V/def2-TZVPD.

Output
F_max (eV Å⁻¹): 2.89
HOMO-LUMO gap (Ha): 0.399
2S+1: 1
E_HOMO (eV): -10.749
Net charge: 0
Energy relative to the best compared isomer or geometry (same formula, charge and spin) (kcal per mole): 81.5

XYZ file:
```
9
Properties=species:S:1:pos:R:3:forces:R:3
C 0.3349 -0.7106 -0.6329 -0.7 -0.9 1.5
C -0.4221 1.2556 0.9792 -0.2 1.1 1.3
H -1.5874 -1.0749 -0.6997 -0.1 -0.2 0.2
H -0.7882 2.1065 1.6202 0.3 -1.2 -0.6
N -0.9261 -0.8263 0.0368 -0.4 2.8 -0.6
N 0.8217 0.9680 1.0349 -1.3 0.4 -0.5
O 0.6512 -1.4941 -1.4621 0.4 -0.1 -0.9
O -1.3567 0.6736 0.2196 0.7 -1.7 0.0
O 1.1592 0.1588 -0.0700 1.4 -0.3 -0.6
```
Positions in Å, forces in eV/Å.



2.
This record from the Open Molecules 2025 dataset describes a cluster of 10 separate species, C5H29NO9 in total. The level of theory is ωB97M-V/def2-TZVPD.

Output
F_max (eV Å⁻¹): 1.47
HOMO-LUMO gap (Ha): 0.266
2S+1: 1
E_HOMO (eV): -7.203
Net charge: 0
Energy relative to the best compared isomer or geometry (same formula, charge and spin) (kcal per mole): 66.8

XYZ file:
```
44
Properties=species:S:1:pos:R:3:forces:R:3
C -2.3507 3.4798 -1.5510 -0.5 -0.2 0.1
C -1.1027 4.0839 -0.8800 -0.2 -0.2 -1.2
C 0.0550 3.1081 -0.7730 -0.2 0.5 0.1
C 0.5179 2.4998 -1.8747 0.1 -0.4 0.4
N 1.7425 1.8594 -1.8824 0.2 0.7 0.6
C 0.7825 3.0599 0.5622 -0.2 -0.5 -0.9
H -2.1818 3.4055 -2.6272 0.1 0.0 0.0
H -2.6424 2.4792 -1.2314 0.3 -0.1 0.3
H -3.2466 4.0869 -1.4407 0.0 0.3 0.1
H -0.8728 4.8786 -1.6025 0.4 0.2 0.4
H -1.2514 4.6014 0.0656 -0.4 -0.3 0.1
H -0.0536 2.5207 -2.7881 0.0 0.0 -0.2
H 2.3449 2.2200 -1.1654 0.4 -0.5 -0.1
H 2.0783 1.1138 -2.4633 -0.6 0.1 -0.1
H 1.8025 3.4093 0.3898 0.1 0.4 0.7
H 0.8856 2.0429 0.9599 -0.1 -0.1 -0.2
H 0.2130 3.6258 1.2951 0.4 0.3 0.1
H -0.4579 -1.7491 0.0057 0.2 0.8 0.1
H -1.4219 -0.9406 1.0302 0.6 0.3 -0.3
O -1.1872 -1.7760 0.6287 -0.5 -1.1 -0.4
H -1.7214 -0.9785 4.1024 0.4 -0.4 0.1
H -1.8447 -0.0424 3.0130 0.4 0.3 -0.2
O -1.3662 -0.8545 3.2138 -0.9 -0.3 0.1
H -1.7248 -3.8254 -1.1255 0.1 0.2 0.2
H -0.4420 -4.6759 -0.9933 0.0 0.2 0.1
O -1.3198 -4.6567 -1.3859 -0.1 -0.2 -0.1
H -1.0829 2.2025 4.2572 0.2 0.3 0.0
H 0.2884 1.5168 4.0301 0.0 0.1 0.0
O -0.6209 1.3628 4.2970 -0.2 0.2 0.3
H 2.0865 -0.8347 -4.6028 0.1 0.0 0.0
H 3.1351 0.2341 -4.3120 0.0 0.0 -0.1
O 2.2282 -0.0189 -4.1134 0.0 -0.1 -0.2
H -1.0103 -0.9355 -2.4141 -0.4 0.5 0.5
H 0.1164 -0.7296 -3.2596 0.6 0.7 0.0
O -0.3370 -0.2511 -2.5515 -0.4 -1.3 -0.4
H 2.5673 -2.1402 1.0586 0.1 -0.2 -0.5
H 2.6019 -3.5517 0.6582 0.0 -0.2 -0.4
O 2.5424 -2.6830 0.2425 0.0 0.0 0.5
H 1.4859 -2.2099 2.9421 -0.6 0.5 -0.3
H 1.8680 -0.8603 2.1517 -0.8 -0.1 0.3
O 2.1695 -1.5731 2.7189 1.1 0.0 0.3
H -1.7102 -3.1744 1.9941 0.0 -0.1 -0.4
H -1.9652 -4.4804 1.1823 0.0 0.2 -0.2
O -1.8520 -4.1261 2.0662 0.0 -0.3 0.7
```
Positions in Å, forces in eV/Å.



3.
This record from the Open Molecules 2025 dataset describes a structure of composition C22H60CrF6O25S2. The level of theory is ωB97M-V/def2-TZVPD.

Output
F_max (eV Å⁻¹): 3.10
HOMO-LUMO gap (alpha / beta) (Ha): 0.308 / 0.355
2S+1: 5
E_HOMO (alpha / beta) (eV): -8.282 / -9.554
Net charge: 0

XYZ file:
```
116
Properties=species:S:1:pos:R:3:forces:R:3
Cr -15.0229 -9.7010 11.5725 0.4 -0.8 -0.3
C -12.4652 -9.5540 15.5350 0.0 -0.6 0.1
F -13.5235 -10.0799 16.2593 1.6 1.3 -0.3
F -11.3915 -9.1870 16.2834 -1.9 0.2 0.0
F -12.0178 -10.5491 14.8028 0.1 -0.7 -0.7
S -13.0409 -8.2155 14.3254 -0.8 1.3 -0.8
O -11.7737 -7.6297 13.8273 -1.6 -1.1 0.7
O -13.7890 -8.9534 13.2677 1.3 1.0 2.6
O -13.8476 -7.2582 15.1459 1.8 -2.3 -1.0
C -18.5302 -11.7722 9.4196 0.9 1.6 1.8
F -18.7047 -10.6752 8.6604 0.3 -0.6 -0.3
F -19.1192 -11.4514 10.6218 0.7 -0.1 -0.1
F -19.2218 -12.7726 8.9688 0.0 -0.7 -0.9
S -16.6413 -12.2435 9.6917 1.1 -2.4 -1.0
O -16.0898 -12.3836 8.3317 -0.9 1.1 1.0
O -15.9132 -11.2619 10.5152 -1.4 -0.4 -1.0
O -16.7673 -13.5522 10.3270 -0.5 1.5 0.2
C -14.1297 -4.5577 12.8678 -0.8 -0.5 1.6
C -15.3213 -4.6646 13.8820 0.7 0.2 -1.3
O -15.7521 -5.9856 14.1151 -1.1 1.0 -0.6
O -14.4941 -5.0320 11.5670 0.3 0.4 0.6
H -13.3381 -5.1684 13.3019 0.2 -0.2 -0.6
H -13.7921 -3.5213 12.8641 0.0 0.1 -0.3
H -16.1335 -4.0978 13.4269 -0.4 -0.1 0.2
H -15.0249 -4.1297 14.7844 0.0 -0.1 0.3
H -15.0585 -6.4460 14.5932 0.6 -0.4 0.5
H -15.3113 -4.5709 11.3642 -0.2 -0.1 -0.3
C -12.5635 -9.0523 9.7401 -0.2 0.8 0.8
C -13.0090 -7.6466 10.0889 0.7 1.6 -0.1
O -14.0316 -7.6088 11.0490 -0.2 -1.7 -0.3
O -13.7346 -9.8494 9.6470 0.8 0.6 -0.1
H -11.8739 -9.4053 10.5069 -0.1 -0.3 0.3
H -11.9831 -9.0388 8.8176 -0.2 0.0 -0.2
H -13.3017 -7.0621 9.2167 -0.4 -0.3 -0.5
H -12.1886 -7.0552 10.4956 0.6 -0.2 0.0
H -14.2327 -6.7105 11.3215 -0.1 0.7 0.1
H -13.5231 -10.4564 8.9340 -0.5 -1.0 -0.4
C -8.7839 -7.0468 12.1360 -1.6 0.4 1.1
C -8.7784 -8.4820 12.5454 1.7 -1.4 -0.5
O -9.9326 -9.2487 12.2792 -0.2 0.5 -0.5
O -9.4943 -6.2878 13.1336 1.2 0.5 -0.5
H -9.3247 -6.9022 11.2007 0.3 -0.3 -0.4
H -7.7490 -6.7237 12.0230 -0.2 0.4 0.3
H -8.5516 -8.6530 13.5978 0.3 0.6 0.2
H -7.9635 -8.9234 11.9716 0.1 -0.5 0.0
H -10.6067 -8.7510 12.7478 -1.0 -0.3 0.2
H -10.3573 -6.6926 13.2478 -0.2 0.1 0.1
C -19.2239 -12.3254 14.2903 -1.0 1.0 0.5
C -20.4697 -12.4788 15.2380 1.7 -1.1 -0.9
O -21.5997 -11.8836 14.6595 0.0 0.8 0.1
O -18.7899 -10.9413 14.2110 0.0 -0.8 0.2
H -19.5505 -12.5776 13.2814 0.1 -0.6 -0.1
H -18.3681 -12.9290 14.5925 -0.1 0.0 0.1
H -20.2162 -12.1302 16.2391 -0.5 0.3 -0.1
H -20.7011 -13.5436 15.2659 0.4 -0.3 0.5
H -21.6956 -12.3905 13.8500 -0.5 0.2 -0.3
H -19.5393 -10.5063 13.7979 -0.1 0.4 -0.1
C -16.0252 -9.4128 5.8870 1.3 -0.1 1.5
C -15.2524 -8.1979 6.4848 -0.8 -1.5 -0.9
O -16.0175 -7.7080 7.5802 0.5 0.7 -0.3
O -17.2802 -9.0398 5.4309 -0.8 0.8 -0.8
H -16.2162 -10.0918 6.7180 0.6 -0.4 0.2
H -15.4642 -9.9337 5.1111 0.3 0.1 -0.1
H -15.0636 -7.4735 5.6926 -0.2 0.5 0.2
H -14.2789 -8.5247 6.8504 -0.2 -0.1 0.2
H -16.8577 -7.4050 7.2282 -0.3 0.0 -0.2
H -17.6892 -9.8717 5.1815 -0.5 0.2 -0.1
C -14.1454 -12.5351 12.7855 0.9 0.1 0.0
C -15.2241 -12.0417 13.7747 0.4 0.5 -1.2
O -16.0568 -11.0974 13.0735 0.6 -0.4 0.8
O -13.5041 -11.4362 12.0847 -1.5 0.0 0.6
H -14.4571 -13.2510 12.0249 -0.7 0.0 0.2
H -13.3208 -12.9999 13.3260 -0.3 -0.3 0.5
H -14.7574 -11.5289 14.6157 0.1 0.0 0.0
H -15.8297 -12.8537 14.1770 0.1 -0.2 -0.2
H -16.9829 -11.2570 13.2693 -0.4 0.3 0.1
H -12.6386 -11.7454 11.8076 0.6 0.2 -0.1
C -16.8509 -9.6240 16.5096 0.5 -0.6 0.7
C -17.1649 -11.0351 17.0304 -1.0 -0.3 -2.1
O -16.6650 -11.3584 18.2753 0.9 0.6 0.7
O -17.4300 -8.6750 17.3919 -0.1 0.3 -0.5
H -17.1702 -9.3851 15.4952 -0.2 -0.7 -0.1
H -15.7676 -9.5110 16.4657 0.2 0.2 0.4
H -16.7847 -11.7237 16.2758 0.2 -0.3 -0.3
H -18.2324 -11.2468 17.0920 -0.3 0.4 -0.3
H -16.0139 -10.6705 18.4316 0.3 -0.1 0.7
H -18.2624 -8.5789 16.9236 -0.5 0.7 0.8
C -17.1318 -7.6104 10.5264 0.5 0.1 -0.5
C -17.5113 -7.9962 11.9295 -1.1 0.3 -0.9
O -16.3683 -8.2931 12.6958 -0.9 -0.3 -0.3
O -16.4597 -8.7120 9.9618 -0.4 -0.4 0.8
H -16.4421 -6.7690 10.4590 -0.1 0.4 0.4
H -17.9809 -7.3927 9.8784 -0.5 0.2 0.4
H -18.1468 -8.8722 11.8002 0.2 -0.5 0.3
H -18.2007 -7.2555 12.3346 0.5 0.3 0.5
H -16.2927 -7.6707 13.4229 0.3 0.5 0.1
H -16.2936 -8.4391 9.0565 0.7 -0.3 -0.7
C -12.2859 -13.3026 8.8263 -1.4 0.5 -0.5
C -11.9037 -12.4531 7.5758 -0.5 0.4 0.8
O -12.8563 -11.3215 7.4080 0.7 -1.3 0.3
O -13.5296 -14.0604 8.6968 2.0 0.1 -0.3
H -12.4341 -12.6857 9.7127 0.3 0.5 -0.1
H -11.4529 -13.9596 9.0764 -0.2 -0.4 -0.3
H -11.8361 -13.0880 6.6924 -0.6 0.0 -0.2
H -10.9042 -12.0276 7.6662 0.1 0.0 0.5
H -12.5096 -10.7399 6.7275 0.1 -0.1 -0.1
H -14.1750 -13.5204 8.2349 -0.4 0.4 0.1
C -10.8205 -14.0070 12.7130 -0.1 0.2 -0.2
C -9.9415 -12.8908 12.1561 0.6 -1.3 0.8
O -10.7508 -11.8106 11.7849 0.0 -0.4 -0.2
H -10.2492 -14.9251 12.8502 -0.1 -0.1 -0.4
H -11.6256 -14.0962 11.9836 0.0 -0.7 -0.1
H -11.3369 -13.8524 13.6604 0.4 0.6 0.2
H -9.3467 -13.3216 11.3507 -0.5 0.0 -0.9
H -9.1026 -12.6753 12.8178 -0.4 0.8 0.7
H -10.2550 -10.9915 11.8550 0.1 0.7 0.2
```
Positions in Å, forces in eV/Å.



4.
This record from the Open Molecules 2025 dataset describes a structure of composition C4H6O2Rb. The level of theory is ωB97M-V/def2-TZVPD.

Output
F_max (eV Å⁻¹): 2.84
HOMO-LUMO gap (alpha / beta) (Ha): 0.225 / 0.221
2S+1: 2
E_HOMO (alpha / beta) (eV): -6.864 / -6.919
Net charge: 0
Energy relative to the best compared isomer or geometry (same formula, charge and spin) (kcal per mole): 20.1

XYZ file:
```
13
Properties=species:S:1:pos:R:3:forces:R:3
O -2.5558 0.9536 -1.3378 -0.8 0.0 -0.1
C -1.2883 0.4787 -1.5125 1.2 -1.0 0.4
C -0.4575 0.0850 -0.5505 -1.8 2.2 0.1
C 0.9501 -0.0846 -0.2757 -1.0 -2.4 -0.7
C 1.5128 -0.0904 1.1748 0.4 -0.5 0.2
O 0.9258 -0.9793 2.0172 -0.6 0.4 -0.1
Rb -1.5835 -1.5431 2.4610 0.6 0.1 -0.2
H -2.8446 0.8023 -0.4299 0.3 0.1 0.0
H -1.0554 0.3306 -2.5750 -0.1 0.2 0.2
H 1.5486 0.5933 -0.9057 0.0 -0.6 -0.1
H 0.7361 -1.2232 -0.6192 2.3 1.6 0.4
H 1.5077 0.9764 1.5121 -0.3 -0.2 0.0
H 2.6041 -0.2993 1.0411 -0.3 0.0 -0.1
```
Positions in Å, forces in eV/Å.